This record from the Open Molecules 2025 dataset describes C17H21Cl2F3N4S2V as an isolated structure at a distorted geometry. The level of theory is ωB97M-V with the def2-TZVPD basis set.

XYZ file:
```
50
Properties=species:S:1:pos:R:3:forces:R:3
V 0.048 1.401 0.041 0.514 -0.855 0.212
F -3.024 4.916 3.778 0.032 0.008 -0.022
C -1.940 4.490 3.138 0.020 -0.091 0.168
F -1.727 5.298 2.089 0.043 -0.064 -0.045
F -0.889 4.595 3.961 -0.034 0.028 -0.098
C -2.108 3.055 2.684 -0.067 -0.035 0.140
C -3.280 2.353 2.897 -0.061 -0.045 -0.027
C -3.419 1.028 2.463 -0.050 -0.022 0.017
C -2.392 0.449 1.761 0.276 0.235 -0.032
N -1.248 1.138 1.581 -0.162 0.143 -0.099
C -1.065 2.363 2.077 0.168 0.271 0.162
S 0.600 2.845 1.754 -0.340 -0.218 -0.180
H -4.098 2.837 3.414 -0.001 -0.003 0.012
H -4.323 0.470 2.657 -0.010 0.040 0.014
H -2.406 -0.544 1.333 -0.095 -0.018 0.030
C -0.446 -3.841 -0.748 -0.002 -0.084 -0.052
C 0.228 -3.231 0.489 -0.220 0.213 0.070
C -0.557 -3.615 1.753 -0.021 -0.040 0.008
C 1.674 -3.718 0.598 0.175 0.003 -0.034
C 0.199 -1.761 0.355 0.085 -0.233 -0.043
C 0.156 -0.552 0.235 -0.091 0.513 -0.030
H -0.457 -4.928 -0.656 0.006 0.016 0.019
H 0.097 -3.590 -1.660 0.002 0.015 0.003
H -1.476 -3.500 -0.852 0.008 0.015 0.018
H -0.532 -4.698 1.881 0.007 0.008 -0.011
H -1.602 -3.313 1.672 0.013 0.007 0.004
H -0.127 -3.157 2.644 0.014 0.004 -0.011
H 1.682 -4.802 0.716 -0.014 0.006 -0.010
H 2.184 -3.282 1.457 -0.045 0.016 0.015
H 2.242 -3.473 -0.302 -0.015 0.001 0.003
Cl -0.238 3.727 -1.461 -0.209 -0.022 -0.012
C -1.714 3.062 -2.182 0.052 -0.246 0.217
Cl -2.057 1.464 -1.389 0.107 0.158 -0.196
H -1.564 2.878 -3.238 -0.020 0.016 -0.025
H -2.554 3.707 -1.962 0.004 0.057 -0.054
C 1.797 -1.635 -3.984 0.046 -0.073 -0.020
C 1.412 -0.175 -3.756 -0.042 0.207 0.102
C 1.957 0.368 -2.477 -0.105 -0.006 -0.191
N 1.281 0.984 -1.574 0.427 0.316 0.206
N 2.005 1.362 -0.467 -0.437 -0.212 -0.395
C 3.256 0.949 -0.507 -0.049 0.283 0.319
N 4.119 1.119 0.482 0.080 -0.033 -0.007
S 3.626 0.207 -2.022 0.084 -0.202 -0.084
H 1.309 -2.009 -4.882 -0.007 0.007 0.006
H 1.492 -2.255 -3.142 -0.024 -0.008 -0.006
H 2.872 -1.754 -4.127 -0.009 0.031 0.008
H 0.330 -0.045 -3.714 -0.004 -0.065 0.003
H 1.774 0.457 -4.572 0.025 -0.046 -0.025
H 3.823 1.534 1.352 -0.051 0.021 0.003
H 5.079 0.822 0.414 -0.002 -0.017 -0.048
```
Forces are in eV/Å.

Output
- total charge = +2
- multiplicity = 2
- E_HOMO (alpha / beta) (eV) = -15.11 / -15.26
- maximum force (eV Å⁻¹) = 1.02
- ⟨S²⟩ = 0.7806